# 1
Density functional theory data (ωB97M-V/def2-TZVPD) for a gas-phase ion, C28H34N3O2 (charge +1) in a non-equilibrium geometry.

Results
Structure (SMILES)   Cc1ccc(OCCN2CC[NH+](C[C@H](O)Cn3c4ccccc4c4ccccc43)CC2)cc1
Energy relative to the best compared isomer or geometry (same formula, charge and spin)   0.0 kJ/mol
LUMO energy   -2.3 eV
HOMO-LUMO gap   8.01 eV
HOMO   -10.3 eV
Molar mass   444.60 g mol⁻¹

```
! wB97M-V def2-TZVPD RIJCOSX def2/J DEFGRID3
* xyz 1 1
C -9.0240 -0.9854 0.9828
C -7.6373 -0.6272 0.5467
C -6.6275 -1.5817 0.5017
C -5.3563 -1.2521 0.0788
C -5.0632 0.0507 -0.3142
O -3.7645 0.2736 -0.7179
C -3.4071 1.5667 -1.1582
C -1.9622 1.5236 -1.6548
N -1.0106 1.6200 -0.5601
C 0.3498 1.8833 -0.9535
C 1.0910 0.6365 -1.4737
N 1.0502 -0.4332 -0.4473
C 1.8061 -1.6276 -0.8900
C 2.1642 -2.6425 0.2099
O 0.9726 -3.2012 0.7120
C 3.0156 -2.0405 1.3704
N 3.7533 -0.8745 0.9929
C 3.4020 0.4276 1.2846
C 2.3485 0.9128 2.0560
C 2.2158 2.2879 2.1762
C 3.0962 3.1593 1.5417
C 4.1484 2.6825 0.7816
C 4.3073 1.3102 0.6466
C 5.2619 0.4855 -0.0431
C 6.3789 0.7651 -0.8210
C 7.0975 -0.2914 -1.3435
C 6.7172 -1.6098 -1.1021
C 5.6076 -1.9121 -0.3346
C 4.8866 -0.8546 0.1973
C -0.3617 -0.7297 -0.0972
C -1.0494 0.5456 0.4045
C -6.0583 1.0157 -0.2696
C -7.3295 0.6682 0.1565
H -9.4594 -0.1880 1.5806
H -9.6620 -1.1350 0.1115
H -9.0244 -1.9036 1.5643
H -6.8386 -2.5976 0.8012
H -4.5735 -1.9944 0.0424
H -3.4932 2.2960 -0.3428
H -4.0575 1.8750 -1.9858
H -1.8460 0.6115 -2.2598
H -1.7982 2.3885 -2.2995
H 0.3646 2.6498 -1.7289
H 0.8865 2.2764 -0.0831
H 2.1306 0.8898 -1.6883
H 0.6195 0.2608 -2.3839
H 1.5052 -0.0345 0.4016
H 1.2018 -2.1478 -1.6370
H 2.7358 -1.2964 -1.3583
H 2.7549 -3.4134 -0.3056
H 1.1570 -4.0204 1.1837
H 2.3419 -1.7830 2.1923
H 3.7050 -2.8065 1.7385
H 1.6884 0.2570 2.6085
H 1.4191 2.6887 2.7841
H 2.9618 4.2222 1.6630
H 4.8412 3.3606 0.3098
H 6.6777 1.7853 -1.0031
H 7.9720 -0.0983 -1.9445
H 7.3032 -2.4133 -1.5204
H 5.3290 -2.9381 -0.1481
H -0.3847 -1.5111 0.6607
H -0.8692 -1.1008 -0.9890
H -2.0869 0.3073 0.6333
H -0.5613 0.8978 1.3185
H -5.8632 2.0360 -0.5596
H -8.0964 1.4281 0.1845
*
```

=====

# 2
Density functional theory data (ωB97M-V/def2-TZVPD) for a molecular structure, C31H33CaCl7FN3O9 in a non-equilibrium geometry.

Results
LUMO energy   -4.6 eV
HOMO-LUMO gap   0.83 eV
HOMO   -5.5 eV
Molar mass   898.86 g mol⁻¹

```
! wB97M-V def2-TZVPD RIJCOSX def2/J DEFGRID3
* xyz 0 1
C -1.9484 4.5380 3.0728
C -2.7805 3.4464 2.6387
C -2.4781 1.9118 3.0796
O -2.6104 1.1038 1.8643
C -1.3534 0.8241 1.2654
O -0.8776 -0.3495 1.4333
C -0.5083 1.8196 0.3660
C -1.0361 2.5335 -0.9380
C -0.0495 3.4566 -1.7422
N 1.3343 3.6532 -1.2915
C 1.8666 3.0610 -0.0907
C 0.9672 2.1159 0.7827
H -0.8437 4.5096 2.7674
H -2.4102 5.3679 3.7078
H -3.6814 3.5689 1.9224
H -3.2317 1.5857 3.8989
H -1.4357 1.8458 3.5673
H -2.1211 2.3806 -1.2943
H -0.4476 3.9610 -2.6924
H 1.9328 4.2666 -1.8671
H 2.9546 3.2920 0.1893
H 1.4373 1.6562 1.7345
F 1.9986 4.7524 1.7590
Cl -1.7933 -4.4306 4.3570
C -2.9529 -3.8321 3.1482
C -3.0203 -2.3185 3.1234
Cl -3.7584 -1.6503 4.6148
H -3.9275 -4.2758 3.3644
H -2.6183 -4.2023 2.1765
H -3.6408 -1.9872 2.2862
H -2.0303 -1.8711 3.0074
C 1.2974 2.7011 -5.2876
Cl 0.6330 1.1843 -5.9121
Cl 0.4398 4.0849 -5.9715
Cl 1.2141 2.7352 -3.5133
H 2.3433 2.7669 -5.5848
Ca -6.1824 -1.0958 3.8603
C -9.8936 -4.3798 1.2821
C -8.6120 -3.7370 1.7191
N -7.6003 -3.2292 2.0639
H -9.8226 -4.6724 0.2330
H -10.0888 -5.2665 1.8878
H -10.7199 -3.6766 1.4014
O -7.0874 3.8805 2.7325
Cl -8.2712 3.1688 2.3020
O -8.3550 1.9038 3.0171
O -8.1926 2.9079 0.8818
O -9.4457 3.9568 2.5889
C 3.4446 5.1503 -7.6120
O 3.4540 4.0181 -6.7540
H 2.6519 5.8298 -7.2919
H 4.4087 5.6650 -7.5529
H 3.2513 4.8208 -8.6551
H 4.1624 3.4358 -7.0607
C 2.5825 -0.1564 5.0029
C 2.8333 0.7732 3.8523
N 3.0313 1.5073 2.9440
H 1.6217 0.0764 5.4653
H 2.5675 -1.1888 4.6491
H 3.3724 -0.0462 5.7477
Cl 2.9547 3.6412 -9.9674
C 0.6092 -1.9183 -0.1042
C 0.7906 -2.8016 0.9580
C 1.9845 -3.5031 1.0850
C 2.9985 -3.3321 0.1414
C 2.8077 -2.4663 -0.9353
C 1.6145 -1.7503 -1.0503
C 3.8560 -2.3129 -1.9701
O 3.6912 -1.5539 -2.9088
C 5.1022 -3.1020 -1.8506
C 6.0748 -3.0116 -2.8478
C 7.2552 -3.7397 -2.7372
C 7.4725 -4.5528 -1.6268
C 6.5036 -4.6499 -0.6339
C 5.3120 -3.9317 -0.7489
C 4.2725 -4.0694 0.2951
O 4.4596 -4.7846 1.2662
H -0.3157 -1.3665 -0.1979
H 0.0003 -2.9417 1.6897
H 2.1216 -4.1862 1.9180
H 1.4653 -1.0646 -1.8788
H 5.9137 -2.3776 -3.7143
H 8.0079 -3.6718 -3.5163
H 8.3968 -5.1150 -1.5376
H 6.6769 -5.2889 0.2265
*
```

=====

# 3
Density functional theory data (ωB97M-V/def2-TZVPD) for a molecular structure, C17H20INO11P2Ru.

Results
Energy relative to the best compared isomer or geometry (same formula, charge and spin)   28.3 kJ/mol
⟨S²⟩   0.7551
LUMO energy (alpha / beta)   2.0 / 2.0 eV
HOMO-LUMO gap (alpha / beta)   7.94 / 7.54 eV
HOMO (alpha / beta)   -5.9 / -5.5 eV
Molar mass   704.27 g mol⁻¹

```
! wB97M-V def2-TZVPD RIJCOSX def2/J DEFGRID3
* xyz -1 2
Ru -0.4407 0.5307 0.2883
N 1.0030 3.9259 2.5912
C 1.5065 3.2311 1.3839
C 2.7152 3.9890 0.8317
P 2.0241 1.5774 1.9869
O 3.1341 0.9944 1.0659
O 2.7813 1.9710 3.3310
O 0.8585 0.6718 2.1847
P 0.2361 3.1558 0.0559
O -1.0117 2.4805 0.9450
O -0.1037 4.5019 -0.4297
O 0.6122 1.9916 -0.8466
H 2.3323 2.7668 3.6792
H 0.0775 3.5714 2.8173
H 0.8934 4.9111 2.3737
H 3.4944 4.0643 1.5920
H 2.4063 4.9908 0.5283
H 3.1241 3.4746 -0.0366
H 2.9533 0.0239 0.8234
H -1.9493 2.6207 0.7405
C -1.6956 0.4382 -1.3071
H -2.6063 -0.1068 -1.0459
H -1.1682 -0.0993 -2.0995
H -1.9618 1.4314 -1.6814
I -6.0441 -4.1274 5.5870
C -4.9559 -2.8343 4.3502
C -5.5032 -1.6089 4.0010
C -4.7770 -0.7588 3.1802
C -3.5232 -1.1292 2.7123
C -2.9903 -2.3608 3.0743
C -3.7040 -3.2203 3.8970
C -2.7542 -0.1878 1.8156
O -1.6591 -0.6821 1.3686
O -3.2026 0.9360 1.5788
H -6.4809 -1.3217 4.3633
H -5.1709 0.2058 2.8887
H -2.0136 -2.6409 2.7025
H -3.2869 -4.1779 4.1780
O 2.6619 -3.6681 2.1299
C 1.4303 -3.9071 1.6509
C 0.7829 -5.0770 2.0546
C -0.4799 -5.3689 1.5779
C -1.1287 -4.5072 0.6953
C -0.4945 -3.3440 0.3046
C 0.7808 -3.0260 0.7709
C 1.4224 -1.7524 0.3501
O 2.6014 -1.5134 0.7217
O 0.7766 -0.9591 -0.4034
H 2.9428 -2.8083 1.7327
H 1.2969 -5.7374 2.7409
H -0.9697 -6.2807 1.8995
H -2.1220 -4.7366 0.3333
H -0.9787 -2.6408 -0.3594
*
```

=====

# 4
Density functional theory data (ωB97M-V/def2-TZVPD) for a molecular structure, C29H35MoN5O3S.

Results
Energy relative to the best compared isomer or geometry (same formula, charge and spin)   0.0 kJ/mol
⟨S²⟩   2.0247
LUMO energy (alpha / beta)   -6.0 / -6.4 eV
HOMO-LUMO gap (alpha / beta)   6.90 / 6.47 eV
HOMO (alpha / beta)   -12.9 / -12.9 eV
Molar mass   629.64 g mol⁻¹

```
! wB97M-V def2-TZVPD RIJCOSX def2/J DEFGRID3
* xyz 2 3
Mo 0.0783 0.2428 0.1535
C -1.1815 -2.5523 0.0638
C -1.8626 -2.2652 -1.2679
C -1.2015 -1.3470 -2.2779
C -1.4317 -1.6232 -3.6165
C -0.9028 -0.8153 -4.6050
C -0.1287 0.2693 -4.2341
C 0.0769 0.4926 -2.8945
N -0.4487 -0.2813 -1.9225
N -1.0992 -1.4382 1.0775
C -2.4370 -1.1075 1.6398
C -3.2648 -0.2449 0.7210
C -4.6145 -0.0330 0.9384
C -5.2933 0.7966 0.0604
C -4.6051 1.3778 -0.9979
C -3.2554 1.1133 -1.1291
N -2.6012 0.3157 -0.2806
C -0.2467 -1.9400 2.2073
C 0.3998 -0.8094 2.9619
C 0.7091 -0.8968 4.3039
C 1.4038 0.1435 4.9006
C 1.7637 1.2477 4.1449
C 1.4063 1.2838 2.8145
N 0.7407 0.2701 2.2351
H -0.1612 -2.8749 -0.1248
H -1.7041 -3.3840 0.5440
H -2.8974 -1.9488 -1.1331
H -1.9259 -3.2451 -1.7443
H -2.0308 -2.4855 -3.8770
H -1.0856 -1.0356 -5.6486
H 0.3212 0.9278 -4.9634
H 0.6880 1.3199 -2.5668
H -2.2807 -0.5896 2.5902
H -2.9555 -2.0432 1.8690
H -5.1250 -0.5098 1.7659
H -6.3500 0.9855 0.1978
H -5.1042 2.0259 -1.7043
H -2.6671 1.5530 -1.9274
H 0.5420 -2.5577 1.7805
H -0.8354 -2.5732 2.8726
H 0.4164 -1.7703 4.8711
H 1.6596 0.0927 5.9512
H 2.3026 2.0777 4.5795
H 1.6390 2.1292 2.1792
C 3.9552 -0.6736 0.5237
S 2.6479 -0.4947 -0.6135
O 2.0407 0.8784 -0.4292
O 3.0934 -0.8074 -1.9198
O 1.4843 -1.3264 -0.1002
H 4.8158 -0.1478 0.1122
H 4.1683 -1.7393 0.5983
H 3.6513 -0.2584 1.4821
C 2.0613 5.9221 -0.9661
N 2.3152 4.4953 -1.0795
C 2.8938 3.9512 0.1287
C 1.2499 3.6830 -1.6387
C 0.0596 3.4500 -0.7087
C -0.8165 4.5105 -0.4825
C -1.8365 4.4592 0.4643
C -2.0164 3.3255 1.2361
C -1.1762 2.2506 0.9920
C -0.1973 2.2691 0.0078
H 3.0100 6.4391 -0.8248
H 1.4125 6.1976 -0.1216
H 1.6136 6.2951 -1.8883
H 3.7922 4.5132 0.3825
H 3.1775 2.9095 -0.0339
H 2.2175 4.0019 1.0035
H 1.6970 2.7316 -1.9131
H 0.9024 4.1665 -2.5544
H -0.6977 5.4098 -1.0715
H -2.4770 5.3194 0.6122
H -2.7708 3.2842 2.0101
H -1.3263 1.3629 1.6014
*
```

=====

# 5
Density functional theory data (ωB97M-V/def2-TZVPD) for a molecular structure, C32H48N3O3SSbSi3Sn.

Results
Energy relative to the best compared isomer or geometry (same formula, charge and spin)   0.0 kJ/mol
LUMO energy   -4.7 eV
HOMO-LUMO gap   8.17 eV
HOMO   -12.9 eV
Molar mass   879.55 g mol⁻¹

```
! wB97M-V def2-TZVPD RIJCOSX def2/J DEFGRID3
* xyz 2 1
Sn -1.2245 0.6080 -1.1440
S -2.7633 2.6186 -1.1309
C -1.3876 3.2819 -0.2705
C -1.3213 4.5581 0.2859
C -0.1569 4.9408 0.9199
C 0.9216 4.0576 1.0089
C 0.7860 2.8052 0.4578
N -0.3398 2.4382 -0.1681
H -2.1727 5.2194 0.2091
H -0.0811 5.9297 1.3534
H 1.8396 4.3404 1.5023
H 1.5602 2.0532 0.5144
C 0.6587 -5.7252 2.6758
Si -1.0507 -5.0142 2.8673
C -2.1532 -5.3174 1.4018
C -1.8473 -5.3962 4.5048
Sb -0.5802 -2.4587 2.8919
Si -2.5879 -0.8087 2.9404
C -1.9201 0.9174 2.7828
C -3.7195 -1.3389 1.5621
C -3.2732 -1.1618 4.6376
Si 1.4514 -1.8510 4.4041
C 1.2812 -0.0420 4.7985
C 2.9441 -2.2764 3.3742
C 1.2497 -2.9511 5.8951
H 0.6051 -6.8136 2.5929
H 1.2898 -5.4921 3.5352
H 1.1462 -5.3480 1.7747
H -2.3194 -6.3911 1.2841
H -1.7033 -4.9459 0.4799
H -3.1281 -4.8436 1.5270
H -2.0162 -6.4750 4.5637
H -2.8180 -4.9108 4.6172
H -1.2177 -5.1185 5.3518
H -1.2266 1.0216 1.9493
H -1.3861 1.2088 3.6887
H -2.7493 1.6154 2.6355
H -3.2115 -1.3496 0.5969
H -4.5628 -0.6468 1.4921
H -4.1220 -2.3363 1.7467
H -2.5553 -0.9355 5.4277
H -3.6014 -2.1964 4.7497
H -4.1463 -0.5242 4.8019
H 1.2488 0.5437 3.8800
H 2.1386 0.2926 5.3884
H 0.3828 0.1606 5.3840
H 3.1709 -1.4729 2.6722
H 2.8208 -3.2028 2.8105
H 3.8079 -2.4093 4.0303
H 0.3010 -2.7864 6.4092
H 2.0483 -2.7307 6.6085
H 1.3254 -4.0089 5.6373
O 0.2816 -2.5326 1.0514
C 0.9757 -1.4503 0.7421
O 0.8868 -0.4298 1.4126
C 1.8502 -1.5792 -0.4468
C 1.7331 -2.6627 -1.3147
C 2.5728 -2.7566 -2.4123
C 3.5397 -1.7840 -2.6313
C 3.6639 -0.7066 -1.7627
C 2.8168 -0.6012 -0.6728
H 0.9819 -3.4183 -1.1315
H 2.4829 -3.5939 -3.0908
H 4.2114 -1.8754 -3.4753
H 4.4285 0.0405 -1.9287
H 2.9131 0.2200 0.0238
C 0.8752 3.9308 -6.4450
N 1.0167 2.7800 -5.5732
N 0.1836 2.5891 -4.4953
C 0.5510 1.4477 -3.8595
O -0.0596 0.9776 -2.8369
C 1.6592 0.9291 -4.5479
C 1.9124 1.7803 -5.6033
C 2.9666 1.6937 -6.6508
C -0.8796 3.5012 -4.2037
C -2.1458 3.2505 -4.7093
C -3.1611 4.1609 -4.4619
C -2.8993 5.3079 -3.7241
C -1.6277 5.5457 -3.2215
C -0.6074 4.6369 -3.4573
H -0.1358 3.9827 -6.8441
H 1.5743 3.8061 -7.2656
H 1.1043 4.8530 -5.9130
H 2.1857 0.0271 -4.2924
H 3.5757 0.8105 -6.4785
H 3.6172 2.5684 -6.6318
H 2.5284 1.6149 -7.6462
H -2.3259 2.3552 -5.2913
H -4.1536 3.9801 -4.8513
H -3.6917 6.0214 -3.5422
H -1.4282 6.4433 -2.6512
H 0.3928 4.8048 -3.0760
*
```

=====

# 6
Density functional theory data (ωB97M-V/def2-TZVPD) for a single C2H2N2 molecule in a non-equilibrium geometry.

Results
Energy relative to the best compared isomer or geometry (same formula, charge and spin)   251.1 kJ/mol
LUMO energy   -0.7 eV
HOMO-LUMO gap   8.07 eV
HOMO   -8.8 eV
Molar mass   54.05 g mol⁻¹

```
! wB97M-V def2-TZVPD RIJCOSX def2/J DEFGRID3
* xyz 0 1
C 0.2325 -0.5038 -0.1954
C -1.0487 -0.1391 0.0613
N 2.4551 0.2252 0.0027
N 1.3589 -0.0569 0.0664
H -1.9632 -0.3439 -0.4907
H -1.0346 0.8184 0.5558
*
```